The following is a DFT calculation (the ωB97M-V functional and the def2-TZVPD basis) of a 2-piece molecular cluster, C5H10N2O2 overall at a distorted geometry.

Calculated values
HOMO energy (alpha / beta) in eV: -8.469 / -8.439
HOMO-LUMO gap (alpha / beta) in hartree: 0.302 / 0.301
F_max in eV/A: 4.29
Energy relative to the best compared isomer or geometry (same formula, charge and spin) in eV: 6.4732

Positions of all 19 atoms, in Å:
H  1.74  -0.52  0.55
N  1.32  -1.26  -0.01
C  0.11  -1.49  0.26
C  -0.55  -2.73  -0.25
C  -0.77  -0.62  1.22
O  -1.85  -1.01  1.62
H  -1.47  -2.47  -0.78
H  0.10  -3.25  -0.95
H  -0.82  -3.37  0.59
H  -0.19  0.07  1.85
C  -0.65  1.53  -1.29
C  0.33  2.35  -0.53
N  1.45  2.08  0.05
O  1.36  1.57  1.34
H  -1.45  1.28  -0.61
H  -0.16  0.71  -1.82
H  -1.14  2.15  -2.04
H  0.42  3.35  -0.95
H  2.23  1.62  1.74